[1]
Density functional theory data (the ωB97M-V functional and the def2-TZVPD basis) for a molecular structure, C32H44CaN9O5S2.

Summary:
molecular weight	738.974	g/mol
energy above the lowest of the compared OMol25 structures with the same formula, charge and spin	22.5	kcal per mole
electronic energy	-3588.8141	hartree
highest occupied orbital energy	-10.89	eV
frontier orbital gap	9.30	eV

```
! wB97M-V def2-TZVPD RIJCOSX def2/J DEFGRID3
* xyz 1 1
H 3.008 5.677 0.927
H -3.008 5.997 -0.364
C 0.707 1.089 -3.111
H -3.788 -0.825 2.942
C 4.177 -4.942 0.623
O 3.747 1.432 1.589
C 3.240 5.126 1.834
H -2.558 -1.071 4.200
H -0.884 -2.118 -3.811
C 1.667 2.048 -2.801
C 1.787 3.637 3.287
H -4.216 3.594 1.091
H -4.023 -3.853 2.101
N -0.534 1.426 -3.469
H 1.122 -2.901 -3.432
C 1.110 -0.377 -3.149
H -1.878 2.947 -3.809
H 3.189 -2.858 -2.576
C 2.111 -4.168 1.498
H -0.254 4.777 -3.332
C -3.284 -3.665 2.883
H 1.057 -0.701 -4.200
H -2.013 3.085 1.917
C 3.276 -4.893 1.677
C -1.994 -2.140 -1.968
H 4.220 4.662 1.738
C 1.333 3.389 -2.880
C 2.720 -3.497 -0.615
C -2.819 4.022 -1.218
C -1.549 -2.377 1.655
C -2.104 3.986 1.314
H -3.786 -4.951 -1.399
H 0.440 -3.368 -1.882
N -2.486 -2.483 2.609
C -3.547 5.045 -0.356
C 1.657 3.334 1.126
C -2.763 -1.152 3.134
H -4.552 5.237 -0.730
S -1.354 3.573 -0.289
H 3.469 -5.403 2.612
H 3.249 5.818 2.670
C 1.058 -2.614 -2.373
H -1.944 -4.098 -2.845
C 2.472 -2.601 -1.799
H 2.111 4.082 4.213
H 5.088 -5.522 0.702
H -4.838 -3.387 0.246
O 2.517 0.551 -0.363
H -1.477 4.768 1.748
C -4.012 -3.070 -0.380
C 0.959 2.597 3.021
C -1.777 -0.325 2.329
H 2.711 -1.582 -1.477
N -1.122 -3.419 0.935
H 2.154 -0.426 -2.850
H 4.575 -4.263 -1.378
H -1.394 -4.346 1.210
Ca 0.403 0.451 0.496
S 3.143 0.280 0.972
H 1.863 3.451 0.069
C -3.538 4.449 1.054
O 2.122 -0.419 1.784
H -2.513 4.382 -2.200
H -2.650 -4.546 2.992
H -3.957 -1.065 0.403
H 2.656 1.742 -2.490
H -3.866 5.163 1.808
O -1.251 2.063 -0.388
H 4.990 -0.920 1.655
N 1.822 -3.491 0.378
N -1.088 -1.133 1.457
H -1.373 -0.550 -3.173
H 0.408 1.978 3.709
N 2.218 4.106 2.063
C -3.435 -3.931 -1.300
C 0.044 3.739 -3.247
N -2.539 -1.309 -1.071
H -3.800 -3.523 3.829
H 5.135 -0.316 -0.023
H 1.367 -4.124 2.287
C -3.526 -1.774 -0.304
H -0.210 -3.324 0.489
C 4.479 -0.808 0.697
H -3.380 3.089 -1.326
C -0.854 2.720 -3.522
N 0.875 2.405 1.649
H 4.134 -1.777 0.325
H 2.071 4.151 -2.660
C 3.893 -4.241 -0.535
O -1.589 0.879 2.454
N 0.358 -1.326 -2.302
C -0.979 -1.519 -2.895
C -2.411 -3.458 -2.105
*
```

Löwdin atomic charge list, values in e, 4 entries: H 0.09; H 0.12; C -0.25; H 0.14

***

[2]
Density functional theory data (the ωB97M-V functional and the def2-TZVPD basis) for a molecular structure, C32H44GdN3P2S2.

Summary:
molecular weight	754.057	g/mol
electronic energy	-3654.3631	hartree
highest occupied orbital energy (alpha / beta)	-12.65 / -12.57	eV
frontier orbital gap (alpha / beta)	7.17 / 4.79	eV

```
! wB97M-V def2-TZVPD RIJCOSX def2/J DEFGRID3
* xyz 2 8
H -3.680 -2.172 -1.146
C 0.773 1.837 -2.756
C -4.194 -2.328 -0.196
C 0.151 -3.254 -2.496
H 5.427 1.174 -0.393
H -2.536 -2.097 3.631
C -2.669 1.920 1.308
H -0.776 2.610 -1.438
H 2.394 1.655 -4.215
H -2.029 1.988 0.419
H -1.053 2.901 -3.167
N -0.513 -2.046 -2.412
H -1.105 -2.173 5.602
C 3.062 -2.233 1.318
C 3.663 1.672 -1.552
H -4.818 -0.453 2.657
H -3.711 -2.478 1.901
H -4.168 0.600 0.515
C -4.161 0.414 2.665
C -0.293 2.866 -2.387
H -4.733 -3.270 -0.259
C 4.130 3.059 -1.984
C 1.493 2.237 -4.041
H 5.148 2.976 -2.366
H 0.143 3.857 -2.301
Gd 0.106 -0.636 -0.484
N 1.502 -2.637 -0.552
C -1.201 -0.862 2.480
C 1.383 2.435 0.167
H 4.144 3.749 -1.147
C 2.079 -4.611 -1.583
H 0.825 2.075 -4.887
H 3.515 3.474 -2.774
C 0.566 2.702 2.430
C -1.444 -1.945 -3.329
H 1.492 5.687 1.145
H 0.035 -5.044 -3.758
H 4.147 -2.149 1.239
C 0.415 -0.918 4.749
H -1.638 -3.391 -0.174
C -3.439 0.602 1.336
C -2.182 -3.500 0.774
H 0.142 2.279 3.329
H -2.022 -0.144 -4.317
C 1.608 3.813 0.122
S -1.584 -3.321 -4.360
C 0.025 -0.145 2.484
C 1.232 -3.539 -1.563
C -2.323 -0.757 -3.465
P -2.223 -0.767 0.960
H -3.452 0.317 3.486
H 1.733 0.366 3.652
C -3.186 -2.360 0.949
H 3.985 0.268 0.082
H -2.700 -4.457 0.753
H -2.282 -0.139 -2.555
H -4.776 1.291 2.855
H -4.928 -1.537 -0.063
P 1.843 1.351 -1.233
H 4.151 1.971 0.537
H -3.365 2.755 1.296
H -1.465 -3.522 1.597
H 2.104 -5.435 -2.267
H 1.994 4.247 -0.788
C -0.308 -4.065 -3.497
H 1.752 3.294 -4.035
C 0.804 4.056 2.360
H 1.044 -0.929 5.626
C 1.318 4.623 1.200
C 4.351 1.245 -0.250
N 0.429 0.527 1.329
S 3.241 -4.499 -0.331
C 2.532 -3.009 0.171
H 2.611 -1.233 1.351
H -2.040 2.014 2.191
C -0.786 -1.615 4.737
H 0.255 0.872 -2.963
H -3.349 -1.074 -3.640
C 0.819 1.849 1.339
C 0.809 -0.191 3.643
C -1.591 -1.575 3.614
H 0.567 4.677 3.209
H 2.853 -2.746 2.260
H 3.926 0.954 -2.344
*
```

Löwdin atomic charge list, values in e, 4 entries: H 0.06; C -0.53; C -0.09; C -0.34

***

[3]
Density functional theory data (the ωB97M-V functional and the def2-TZVPD basis) for a molecular structure, C32H44MnN2OS.

Summary:
molecular weight	559.722	g/mol
electronic energy	-2979.2688	hartree
highest occupied orbital energy (alpha / beta)	-14.05 / -14.09	eV
frontier orbital gap (alpha / beta)	7.94 / 7.77	eV

```
! wB97M-V def2-TZVPD RIJCOSX def2/J DEFGRID3
* xyz 2 6
C 4.122 0.599 -0.931
C -3.340 -1.657 -0.170
C -0.624 -0.913 2.172
C -0.593 -2.756 0.649
Mn -0.623 0.360 0.178
H 2.856 3.281 -1.155
C 1.418 1.716 -1.435
H 0.612 2.599 3.390
H 4.901 -0.134 -0.716
H -3.951 1.269 -3.284
H -0.026 2.083 1.839
H 3.243 -2.794 2.437
H -3.194 0.268 1.864
C 2.336 2.772 -1.963
C 0.741 2.684 2.309
C -2.823 4.271 -0.652
H -3.753 2.564 2.446
H 1.750 3.498 -2.536
H 3.477 -2.310 0.763
H -2.409 1.898 -3.858
C -3.523 -0.734 2.151
C 3.001 -2.021 1.702
C 2.434 1.674 0.686
H -4.430 -1.690 -0.224
H 3.286 0.062 -1.384
C -2.706 -2.397 -4.307
H -4.093 -0.771 -4.498
H -3.318 -0.869 3.217
H -2.646 1.586 -2.140
H 1.328 -3.583 0.218
C -1.491 -2.812 -3.790
H 3.439 -1.085 2.048
H 4.535 1.280 -1.682
H 5.790 1.410 0.968
C -2.866 -1.807 1.281
H 1.417 -2.282 -3.317
H -1.937 4.437 -1.266
C 0.748 1.217 -3.891
C 3.188 2.595 2.766
C 0.777 -0.953 2.242
C -0.700 -1.948 -3.037
S -2.311 3.371 0.780
C -1.340 -1.809 1.358
H 1.296 -0.268 2.904
C 2.140 2.288 1.906
H 3.081 2.359 -2.650
H 0.636 -3.470 -2.287
H -1.138 -3.823 -3.977
H -3.223 5.232 -0.313
O -1.852 2.013 0.248
H -4.606 -0.765 2.019
C 4.767 1.667 1.229
H -3.309 -3.082 -4.894
H -4.384 4.044 1.667
H -1.111 -3.497 0.047
C 4.498 2.295 2.431
H -1.153 -0.259 2.854
C 3.748 1.336 0.340
C 1.506 -1.904 1.544
H 0.992 -1.859 -1.665
H 5.305 2.544 3.111
H -3.035 -0.685 -0.578
N -0.366 0.208 -1.960
H 0.594 2.266 -4.157
C -3.145 -1.101 -4.083
C 0.656 -2.409 -2.540
H -3.576 3.694 -1.188
N 1.376 1.309 -0.232
C -1.175 -0.657 -2.814
H -4.479 2.463 0.798
H 1.793 0.984 -4.121
C -2.871 1.213 -3.135
H 0.531 3.723 2.035
C 0.788 -2.803 0.747
C 0.490 1.010 -2.435
H 2.966 3.081 3.713
H -3.191 -2.780 1.654
H -2.946 -2.424 -0.841
H 0.102 0.595 -4.501
C -3.902 3.076 1.495
C -2.387 -0.205 -3.336
*
```

natural (NBO) atomic charge list, values in e, 4 entries: C -0.64; C -0.58; C -0.40; C -0.22

***

- Look up the molecular weight of the first one.
  738.974 g/mol

***

- Among the records above, which one has the lowest molecular weight?
  C32H44MnN2OS

***

- The lowest molecular weight belongs to which entry?
  C32H44MnN2OS

***

- Among the records above, which one has the lowest molecular weight?
  C32H44MnN2OS